(1)
97
Properties=species:S:1:pos:R:3:forces:R:3 method="wB97M-V/def2-TZVPD" charge=0 e_tot_ha=-2555.56311 lumo_energy_ev="0.5635 / -3.7162" multiplicity=5 homo_ev="-5.03 / -8.95" relative_energy_kcal_mol=0.0
Pd -0.7699 -0.2663 0.9710 0.3 1.1 0.2
Cl -3.1550 0.0332 0.9160 -0.4 0.0 0.0
P -0.8119 0.0640 -1.3411 -0.3 0.3 -2.4
C -1.3606 1.0776 3.5208 0.5 -1.2 -0.2
H -0.6557 1.7357 3.0180 -0.1 0.0 0.2
H -2.1277 1.5014 4.1727 0.1 0.1 -0.4
C 0.6091 -0.7946 -2.2012 -0.2 0.0 0.4
C -0.7350 1.8673 -1.7852 -0.1 -0.2 0.1
C 1.9498 -0.1068 -1.9065 0.2 0.0 0.2
H 0.6206 -1.7844 -1.7047 0.1 0.2 -0.1
C 3.1087 -1.0242 -2.3161 0.0 -0.1 0.1
H 2.0157 0.8355 -2.4719 0.0 -0.3 0.2
H 2.0337 0.1572 -0.8404 0.0 -0.1 -0.3
C 3.0125 -1.4667 -3.7842 0.0 0.1 0.0
H 4.0615 -0.5085 -2.1346 -0.2 -0.2 -0.1
H 3.0979 -1.9115 -1.6654 0.0 0.1 -0.1
C 1.6147 -1.9681 -4.1758 0.0 -0.1 0.1
H 3.2816 -0.6201 -4.4312 0.0 -0.1 0.1
H 3.7472 -2.2593 -3.9743 -0.1 0.2 0.0
C 0.4877 -1.0355 -3.7123 0.0 0.1 -0.2
H 1.5509 -2.1038 -5.2637 0.1 0.0 0.2
H 1.4523 -2.9555 -3.7208 0.0 0.1 -0.1
H 0.5595 -0.0776 -4.2501 0.0 -0.3 0.2
H -0.4812 -1.4780 -3.9750 0.4 0.1 0.0
C -2.3972 -0.5461 -2.1527 0.0 0.3 0.5
C -0.2594 2.2226 -3.2027 -0.1 0.0 -0.2
H -1.7931 2.1724 -1.6783 0.2 0.0 0.0
C -0.4985 3.7127 -3.4667 -0.1 0.1 0.1
H 0.8145 2.0087 -3.3006 -0.3 0.1 0.0
H -0.7725 1.6329 -3.9741 0.2 0.2 0.2
C 0.1557 4.6176 -2.4139 0.1 0.0 0.0
H -0.1278 3.9688 -4.4668 -0.1 0.0 0.1
H -1.5818 3.8940 -3.4723 0.1 0.0 0.0
C -0.1322 4.1748 -0.9758 -0.1 -0.2 0.0
H 1.2425 4.6236 -2.5748 -0.1 0.0 0.0
H -0.1930 5.6476 -2.5545 0.1 -0.1 0.0
C 0.0819 2.6681 -0.7686 0.1 0.2 0.2
H 0.5007 4.7265 -0.2707 -0.1 0.0 -0.1
H -1.1755 4.4079 -0.7247 0.1 0.0 0.0
H 1.1528 2.4395 -0.8878 -0.2 0.0 0.1
H -0.1777 2.3921 0.2627 0.1 0.1 -0.3
C -2.4760 -2.0764 -2.1814 0.0 -0.1 -0.1
H -3.1370 -0.1926 -1.4078 0.2 -0.2 -0.4
C -3.8674 -2.5555 -2.6276 0.0 0.2 0.2
H -1.7190 -2.4839 -2.8680 -0.2 0.0 0.2
H -2.2610 -2.4800 -1.1826 0.0 0.1 -0.1
C -4.3260 -1.9126 -3.9428 0.2 0.0 0.0
H -3.8584 -3.6487 -2.7228 -0.1 0.2 0.0
H -4.5869 -2.3036 -1.8358 0.1 0.0 -0.1
C -4.1750 -0.3873 -3.9410 -0.1 0.0 0.2
H -3.7349 -2.3311 -4.7683 -0.1 0.0 0.0
H -5.3745 -2.1758 -4.1296 0.2 0.0 0.0
C -2.7820 0.0786 -3.4986 0.2 0.0 -0.3
H -4.3905 0.0160 -4.9380 0.0 -0.1 0.2
H -4.9154 0.0416 -3.2517 0.1 0.0 -0.1
H -2.0461 -0.1983 -4.2700 -0.2 0.1 0.1
H -2.7871 1.1759 -3.4317 0.0 -0.3 0.0
C -0.1195 -2.2758 1.0788 1.7 -1.5 -0.5
C -1.3312 -0.2729 3.3987 -0.5 1.1 1.2
H -0.3829 -2.7220 0.1098 -0.1 0.1 0.3
C -2.4141 -1.0632 4.1008 -0.3 -0.1 0.2
H -0.5504 -0.8502 2.8764 -0.2 0.4 1.0
C -2.2462 -2.5880 4.0429 -0.3 0.3 0.0
H -2.4630 -0.7321 5.1541 0.1 -0.1 -0.4
H -3.3799 -0.7724 3.6504 0.3 -0.2 0.1
C -2.0230 -3.0534 2.5923 -0.2 -0.4 0.4
H -1.4055 -2.8877 4.6923 -0.2 0.0 -0.3
H -3.1479 -3.0597 4.4552 0.2 0.1 0.0
C -0.5330 -3.1214 2.2599 0.5 -0.3 -0.4
H -2.4534 -4.0571 2.4699 0.0 0.3 -0.1
H -2.5528 -2.3733 1.9066 0.1 -0.3 0.2
H 0.0747 -2.8365 3.1357 -0.1 -0.1 -0.3
H -0.2577 -4.1628 2.0151 0.1 0.3 0.2
C 1.5998 0.3130 5.3629 -0.3 0.1 0.4
C 2.6195 -0.2074 4.3729 0.3 -0.3 -0.2
C 2.9817 0.7296 3.1883 0.2 0.2 0.2
C 3.6740 2.0405 3.6207 0.4 -0.2 -0.3
C 2.8174 3.0878 4.3028 -0.3 0.4 0.0
C 3.9065 -0.0368 2.2612 -0.4 -0.7 -0.2
O 5.0341 0.2417 1.9131 0.5 0.1 0.1
N 3.2727 -1.2085 1.7579 0.1 0.8 -0.1
C 1.9466 -1.2004 1.5022 0.8 -0.6 0.3
O 1.4119 -2.3056 1.0479 -1.9 -0.9 -0.4
N 1.2122 -0.1078 1.6604 -0.4 1.5 -0.1
C 1.7812 1.0052 2.2878 0.2 -0.7 0.3
O 1.3188 2.1282 2.0679 -0.4 0.5 -0.4
H 2.0400 1.0481 6.0463 -0.2 -0.2 -0.1
H 1.2257 -0.5212 5.9731 0.1 0.2 -0.1
H 0.7305 0.7543 4.8545 0.4 0.0 0.2
H 3.5610 -0.4625 4.8861 -0.2 0.1 -0.1
H 2.2538 -1.1574 3.9581 0.0 0.2 0.1
H 4.5278 1.7782 4.2653 -0.2 -0.1 -0.2
H 4.1026 2.4983 2.7171 0.0 -0.2 0.2
H 2.3876 2.7365 5.2420 0.1 0.2 -0.1
H 3.4292 3.9728 4.5107 -0.1 -0.1 0.1
H 2.0115 3.3822 3.6242 0.1 0.0 0.4
H 3.8311 -1.9210 1.3137 0.2 0.1 -0.1

***

(2)
111
Properties=species:S:1:pos:R:3:forces:R:3 method="wB97M-V/def2-TZVPD" charge=+1 e_tot_ha=-3548.05072 lumo_energy_ev=-2.5845 multiplicity=1 homo_ev=-10.63
F 2.3309 0.5175 1.6625 0.1 -0.1 0.0
C 3.3673 1.4013 1.6988 0.1 0.2 0.0
F 2.9187 2.5310 1.0888 0.1 0.0 0.0
C 3.7268 1.7725 3.1274 -0.5 0.0 0.0
C 2.5083 2.3444 3.8547 0.3 -0.3 0.2
N 1.5206 1.3057 4.1826 -0.2 0.2 -0.2
C 1.7047 0.1865 4.9649 0.1 -0.1 0.0
C 0.5450 -0.5108 4.9440 0.4 -0.1 0.1
N -0.3171 0.1954 4.1453 -0.3 -0.1 0.0
C 0.2855 1.2886 3.6997 0.0 0.0 -0.1
C 4.5275 0.8601 0.8162 -0.2 -0.1 -0.2
F 4.2022 1.0960 -0.4681 0.0 0.0 0.0
F 5.6400 1.5554 1.1064 0.0 0.0 0.1
C 4.8407 -0.6792 0.8475 -0.1 -0.1 0.1
F 3.8059 -1.3143 0.2769 0.0 0.0 0.0
F 5.9343 -0.8357 0.0920 0.0 0.0 0.0
C 5.0860 -1.2876 2.2585 0.2 0.1 -0.1
F 5.8972 -0.4425 2.9198 0.0 -0.1 0.0
F 3.9155 -1.3301 2.9157 0.0 0.0 0.0
S 5.9030 -3.0143 2.3261 -0.2 0.2 0.5
F 7.2456 -2.3622 1.8258 0.1 0.0 -0.1
F 6.3082 -2.7056 3.8310 0.0 0.0 0.0
F 4.5611 -3.6667 2.8513 -0.1 -0.1 -0.1
F 5.4683 -3.3348 0.8494 0.0 0.0 -0.1
F 6.6138 -4.3992 2.4298 0.0 -0.1 -0.1
H 4.4844 2.5529 3.0871 0.1 -0.1 0.0
H 4.1124 0.9187 3.6770 0.2 0.0 -0.1
H 2.8443 2.7818 4.7932 -0.1 0.1 0.0
H 2.0026 3.0937 3.2527 0.0 0.1 0.1
H 2.6328 -0.0358 5.4619 0.0 0.1 0.0
H 0.3150 -1.4451 5.4234 -0.2 0.0 -0.1
H -1.2649 -0.0735 3.9088 0.0 0.2 0.0
H -0.1532 2.0266 3.0483 0.0 0.0 0.0
C 0.7830 1.2566 -3.8378 0.0 0.0 0.0
C 1.3780 0.9375 -2.4671 0.0 0.0 0.0
C 1.4395 2.3231 -1.8335 0.0 0.0 -0.1
O 0.3465 3.0600 -2.3773 0.0 0.0 0.0
C -0.2111 2.3576 -3.4916 0.0 0.0 0.0
H 0.3107 0.4026 -4.3208 0.0 0.0 0.0
H 1.5586 1.6399 -4.5035 0.0 0.0 0.0
H 0.6993 0.2913 -1.9044 0.0 0.0 0.0
H 2.3513 0.4511 -2.5134 0.0 0.0 0.0
H 2.3765 2.8323 -2.0850 0.0 0.0 0.0
H 1.3379 2.3034 -0.7487 0.0 0.0 0.0
H -1.1803 1.9383 -3.1996 0.0 0.0 0.0
H -0.3734 3.0630 -4.3062 0.0 0.0 0.0
C -4.7288 0.0794 2.0602 0.0 0.2 -0.2
C -3.8936 0.5992 0.8883 0.1 -0.1 0.1
C -3.4558 1.9633 1.3999 -0.1 0.0 -0.1
O -3.3413 1.8396 2.8296 0.2 -0.1 0.0
C -3.9597 0.6231 3.2495 0.1 -0.1 0.1
H -4.8302 -1.0045 2.0788 0.0 0.0 0.0
H -5.7280 0.5140 2.0473 0.0 0.0 0.0
H -3.0219 -0.0442 0.7300 0.0 0.0 0.0
H -4.4396 0.6673 -0.0489 -0.1 0.0 0.0
H -4.1987 2.7313 1.1716 0.0 0.0 0.0
H -2.4944 2.2864 0.9971 0.0 0.0 0.0
H -3.1615 -0.0837 3.5461 -0.1 -0.1 0.1
H -4.5884 0.8106 4.1195 0.0 0.0 0.0
C -4.7858 -0.0503 -4.1357 0.0 0.0 0.0
C -5.2225 1.3231 -4.6354 0.0 0.0 0.0
C -6.0463 1.8311 -3.4597 0.0 0.0 0.0
O -5.4610 1.2543 -2.2858 0.0 0.0 0.1
C -4.5412 0.2282 -2.6595 0.0 0.0 0.0
H -3.9036 -0.4323 -4.6466 0.0 0.0 0.0
H -5.5945 -0.7743 -4.2560 0.0 0.0 0.0
H -4.3470 1.9532 -4.7976 0.0 0.0 0.0
H -5.7877 1.2873 -5.5649 0.0 0.0 0.0
H -7.0888 1.5049 -3.5304 0.0 0.0 0.0
H -6.0304 2.9168 -3.3604 0.0 0.0 0.0
H -3.5213 0.5934 -2.4842 0.0 -0.1 0.0
H -4.7103 -0.6442 -2.0250 0.0 0.0 0.0
C -2.4516 -0.4438 -8.9554 0.0 0.0 0.0
C -2.8577 0.9340 -9.4752 0.0 0.0 0.0
C -3.6814 1.4694 -8.3116 0.0 0.0 0.0
O -3.1210 0.8944 -7.1278 0.0 0.0 0.1
C -2.2175 -0.1549 -7.4785 0.0 0.0 0.0
H -1.5720 -0.8563 -9.4469 0.0 0.0 0.0
H -3.2745 -1.1507 -9.0780 0.0 0.0 0.0
H -1.9728 1.5542 -9.6309 0.0 0.0 0.0
H -3.4197 0.9026 -10.4069 0.0 0.0 0.0
H -4.7295 1.1620 -8.3935 0.0 0.0 0.0
H -3.6463 2.5557 -8.2246 0.0 0.0 0.0
H -1.1909 0.1845 -7.2997 0.0 0.0 0.0
H -2.4127 -1.0169 -6.8379 0.0 0.0 0.0
C -8.5890 3.1843 4.2583 0.0 0.0 0.0
C -9.1150 2.0052 5.0749 0.0 0.0 0.0
C -8.6282 0.8205 4.2513 0.0 0.0 0.0
O -7.4028 1.2378 3.6391 0.1 0.0 0.0
C -7.2438 2.6523 3.7837 0.0 0.0 0.0
H -8.4967 4.1067 4.8291 0.0 0.0 0.0
H -9.2436 3.3742 3.4057 0.0 0.0 0.0
H -8.6540 1.9959 6.0647 0.0 0.0 0.0
H -10.1959 2.0092 5.2030 0.0 0.0 0.0
H -9.3451 0.5614 3.4662 0.0 0.0 0.0
H -8.4357 -0.0698 4.8506 0.0 0.0 0.0
H -6.4572 2.8491 4.5212 0.0 0.0 0.0
H -6.9301 3.0707 2.8261 0.0 0.0 0.0
C 9.7745 -5.5478 1.9046 0.0 0.0 0.1
C 11.1639 -5.0265 1.5432 0.0 0.0 0.0
C 12.0586 -6.1010 2.1498 0.0 0.0 0.0
O 11.3212 -7.3212 2.0785 0.0 0.0 0.0
C 9.9616 -7.0520 1.7453 0.0 0.0 -0.1
H 8.9776 -5.1569 1.2730 0.0 0.0 0.0
H 9.5390 -5.3042 2.9435 0.0 0.0 0.0
H 11.2849 -4.9994 0.4584 0.0 0.0 0.0
H 11.3769 -4.0326 1.9344 0.0 0.0 0.0
H 12.2834 -5.8819 3.1992 0.0 0.0 0.0
H 13.0003 -6.2272 1.6153 0.0 0.0 0.0
H 9.7802 -7.3637 0.7108 0.0 0.0 0.0
H 9.3146 -7.6378 2.3995 0.0 0.0 0.0